--- P ---
Molecular formula: C2H5N2OS2
Method: DFT, ωB97M-V/def2-TZVPD

The value obtained for the HOMO energy (spin up / spin down) is -11.997 / -13.030 eV. As for the LUMO energy (spin up / spin down): -6.032 / -5.085 eV. The calculation puts the HOMO-LUMO gap (spin up / spin down) at 6.0 / 7.9 eV.

Geometry as ORCA input:
```
! wB97M-V def2-TZVPD RIJCOSX def2/J DEFGRID3
* xyz 1 1
C 0.378 -0.005 0.547
C -0.230 1.115 -1.846
N -0.851 0.107 1.142
N 1.224 -0.794 1.249
O -1.323 0.411 -1.571
S 1.050 1.002 -0.737
S -1.957 1.284 0.786
H -0.270 1.920 -2.497
H -0.831 -0.193 2.129
H 0.963 -1.061 2.162
H 2.070 -1.040 0.845
H -2.203 0.928 -1.708
*
```

---

--- Q ---
Molecular formula: C2H5N2OS2
Method: DFT, ωB97M-V/def2-TZVPD

As for the structure (SMILES): NC1(C(=[NH2+])O)SS1. The value obtained for the HOMO energy is -13.070 eV. As for the LUMO energy: -4.552 eV. The calculation puts the HOMO-LUMO gap at 8.5 eV.

Geometry as ORCA input:
```
! wB97M-V def2-TZVPD RIJCOSX def2/J DEFGRID3
* xyz 1 1
N -1.240 -1.101 0.349
C -0.647 -0.467 -0.720
C 0.209 0.758 -0.144
N 0.316 1.950 -0.594
O 0.693 0.488 0.999
S 0.336 -1.235 -2.034
S -1.329 -0.047 -2.465
H -1.363 -2.165 0.224
H -2.164 -0.732 0.431
H -0.150 2.336 -1.411
H 0.831 2.645 -0.062
H 0.531 -0.441 1.206
*
```

---

Result of the stability comparison: Q is the most stable of them.

---

--- P ---
Molecular formula: ClHIOPS
Method: DFT, ωB97M-V/def2-TZVPD

As for the structure (SMILES): O=P(=S)I.Cl. The value obtained for the HOMO energy is -10.053 eV. As for the LUMO energy: -2.301 eV. The calculation puts the HOMO-LUMO gap at 7.8 eV.

Geometry as ORCA input:
```
! wB97M-V def2-TZVPD RIJCOSX def2/J DEFGRID3
* xyz 0 1
O 2.954 -0.956 -2.513
P 1.681 -0.206 -2.615
S 1.620 1.723 -2.857
I -0.125 -1.587 -3.566
Cl 1.610 1.258 1.069
H 2.913 1.178 0.762
*
```

---

--- Q ---
Molecular formula: ClHIOPS
Method: DFT, ωB97M-V/def2-TZVPD

As for the structure (SMILES): O=P(=S)I.Cl. The value obtained for the HOMO energy is -10.148 eV. As for the LUMO energy: -1.965 eV. The calculation puts the HOMO-LUMO gap at 8.2 eV.

Geometry as ORCA input:
```
! wB97M-V def2-TZVPD RIJCOSX def2/J DEFGRID3
* xyz 0 1
O 1.293 -2.552 -0.017
P 0.084 -1.969 0.602
S -1.534 -1.257 -0.201
I 0.663 -1.326 2.957
Cl 0.017 2.996 -1.797
H -0.524 4.108 -1.543
*
```

---

Result of the stability comparison: Q is the most stable of them.